99
Properties=species:S:1:pos:R:3:forces:R:3 method="wB97M-V/def2-TZVPD" homo_lumo_gap_ev=5.6635 charge=0 molar_mass_g_mol=865.52 smiles="CCCCCc1ccc2c(c1[PH2]=N)C(=O)C(P(N)O)=C(N(C(=O)F)C(=O)F)C2=O.COP(=O)(OC)OC.COP(=O)(OC)OC.COP(=O)(OC)OC" e_lumo_ha=-0.105 e_above_lowest_ev=29.084
H -5.23500 1.79305 -2.47382 0.4 -0.1 0.2
P -0.10104 6.04453 -2.06439 -6.5 4.8 6.4
H -5.15848 -4.27401 -4.50137 0.0 0.2 0.0
C -4.44035 1.03255 -2.47091 -0.4 0.6 0.4
F -0.90854 -0.15407 7.44373 3.1 -0.5 -4.4
H 3.08810 1.48775 0.50472 0.6 0.1 -0.3
C 1.10979 -0.10747 1.67424 0.9 1.4 -2.7
H 0.45380 2.68431 5.20383 -2.0 -0.1 -0.3
H 4.27341 5.11797 -0.73364 0.3 0.1 0.3
C 5.35655 5.08480 -0.54509 -0.8 0.1 0.3
O 5.95756 4.22376 -1.49786 0.2 -1.6 -1.1
O -6.52086 -0.16103 -1.52170 -2.1 -0.7 -3.0
H -6.69024 -3.60681 -3.89100 0.1 -0.3 -0.1
O 1.73719 -1.60217 7.44684 2.2 8.8 -3.7
H -3.53763 1.46060 -2.90551 -0.1 -0.2 -0.3
H -2.11320 6.06623 -4.21652 0.0 -0.1 0.1
C -1.77003 -7.02041 -0.69807 -0.5 0.6 -0.9
C 1.27476 -1.76573 1.51403 0.4 -2.5 0.5
C 0.22597 -5.22716 -0.89432 -0.9 0.8 0.2
C -0.00108 8.61220 -1.32863 -0.1 0.5 -0.7
C 8.00252 1.23961 -2.37411 0.2 -0.6 -0.1
P -5.77668 -1.27791 -2.61343 9.1 1.7 4.5
H 5.55193 4.75292 0.48086 0.0 -0.1 -0.2
H -3.77468 -6.90426 0.42615 2.1 1.5 -0.4
N -0.30324 -2.50311 -2.58709 -1.4 0.9 1.9
H 5.76856 6.08632 -0.66433 0.1 -0.1 -0.3
C -0.23703 -0.51014 6.14075 -4.7 -5.5 -2.3
H -5.43778 -4.18048 -2.74972 0.0 0.0 0.1
C -0.17494 -6.74821 -0.44200 0.1 -1.0 -0.6
H -4.21458 0.72527 -1.44353 -0.2 0.0 -0.2
H -1.09068 8.58523 -1.44238 0.2 -0.1 -0.1
H -0.47350 5.64180 -4.80221 -0.3 0.1 -0.2
O 1.26162 0.76442 0.67715 -1.5 -5.3 6.3
C -7.53762 -0.72747 -0.71922 -0.6 0.0 0.6
H -0.36700 3.91687 2.67149 -0.1 -1.1 -0.5
H 0.43339 -0.43102 -1.48545 -0.4 -1.0 1.3
H 0.69550 3.35170 -1.99512 0.0 -0.3 0.1
O 7.52133 2.54386 -2.11896 -3.0 -0.4 -2.1
C 1.51563 -0.30689 4.41410 -1.3 1.3 -4.7
H 0.45869 9.11270 -2.19347 -0.3 0.0 0.3
H 4.75140 0.97212 0.87003 0.2 0.0 -0.1
O -0.87088 -1.40159 5.37582 4.7 6.9 5.4
C 0.17221 3.60872 -1.06957 0.0 -0.8 -0.1
O -0.55327 7.10909 -3.35097 3.2 -1.7 -0.8
C 4.09987 1.37371 0.09344 -0.5 -0.5 0.4
H 0.86995 2.93765 2.13828 -1.5 0.5 -0.4
O -5.03250 -2.39470 -3.70503 -3.0 1.6 -1.3
C 2.62533 -1.47748 4.01384 3.9 -1.3 1.1
H 8.30827 0.75735 -1.44442 -0.1 0.0 0.0
H -2.00757 -6.59552 -1.78839 0.5 -1.0 2.2
H -1.61134 -1.35984 -0.73143 1.1 0.1 0.4
H -8.26640 -1.25138 -1.34964 -0.1 0.1 0.4
H 0.90521 -5.20321 -1.87527 -1.4 0.0 2.4
C -1.12638 6.45676 -4.46661 -0.3 -0.1 -0.7
H 7.22746 0.64431 -2.86545 0.3 -0.2 -0.1
O 4.55911 2.64073 -0.33366 -0.5 -1.1 -3.5
H -2.07536 -8.15871 -0.73811 1.0 2.2 0.3
H 1.86030 -6.14919 1.59196 -0.4 3.0 -0.3
C -5.61511 -3.68244 -3.70412 -0.3 -0.6 0.0
O 6.81630 2.34015 0.07443 -0.7 -1.5 -0.9
H 0.08920 -7.03801 0.65851 -0.4 0.8 -2.0
P 6.04026 2.59228 -1.22637 4.5 5.9 7.2
O 0.35112 4.98007 -0.77787 2.6 0.6 -2.6
C 0.64528 -2.62361 0.24029 2.8 -1.6 4.3
H 8.86831 1.30921 -3.03716 -0.2 0.1 0.0
H -8.05228 0.08082 -0.18292 0.2 -0.1 -0.3
H -0.88911 3.37455 -1.16520 0.0 0.0 0.0
C 1.71423 -4.96568 1.55138 -0.3 3.2 0.5
C 2.34196 -4.12061 2.81012 -2.3 2.4 -3.6
O 3.84217 -1.61182 4.53514 -7.8 1.0 -2.8
H -1.76934 -7.05984 2.21786 -0.9 2.3 -0.6
O -4.85819 -0.06441 -3.26618 -1.2 -1.4 -0.7
N -0.19108 2.99277 2.20373 2.4 -1.0 2.1
O -1.57829 5.88478 -1.67698 0.6 -1.2 -1.3
H -1.31856 -2.64599 -2.86874 1.6 0.1 0.6
O 0.54624 7.30928 -1.21367 0.6 -1.7 -0.6
C 0.85714 -4.28307 0.28721 1.4 1.8 2.3
H -0.79580 -4.70355 -1.22223 2.4 -1.0 0.7
H 4.05823 0.68234 -0.75703 -0.2 -0.1 0.3
C 2.10114 -2.48217 2.78166 -1.3 -1.3 -2.1
O -0.51806 2.53355 4.94554 3.0 -1.2 -1.3
H 2.92315 -4.63743 3.69630 -1.4 1.3 -2.1
H -1.39749 -5.19433 1.80655 -1.5 -1.7 0.4
P -0.26251 -1.68275 -1.15480 -0.1 -1.5 -3.2
C -2.78753 -6.24264 0.32283 -0.8 -0.2 0.5
O -5.01030 -1.91142 -1.44329 -1.6 -0.7 -0.3
C 2.04469 -0.40094 6.88599 0.1 -7.4 4.1
C 0.78903 0.35429 3.25387 3.6 -1.2 2.2
H 0.23420 9.17528 -0.42608 0.2 -0.3 0.1
H -7.11060 -1.41648 0.01001 0.0 -0.1 -0.1
P -0.55961 1.69584 3.42576 -1.5 1.1 0.1
H 0.59161 3.01889 -0.25086 -0.1 0.2 -0.2
N 1.13222 0.11461 5.80567 -0.1 -1.9 1.3
C -2.22344 -6.02336 1.84511 0.0 -0.4 -0.3
H -3.08787 -5.69676 2.59988 1.9 -0.7 -1.8
H 0.43428 -7.50309 -1.13587 -1.3 1.6 1.5
F 3.28362 0.24311 7.37391 -4.6 -1.4 -2.5
H -3.10645 -5.20427 -0.12836 0.6 -2.0 0.9
H -1.23025 7.18393 -5.28286 0.1 -0.1 0.3

88
Properties=species:S:1:pos:R:3:forces:R:3 method="wB97M-V/def2-TZVPD" homo_lumo_gap_ev="7.7345 / 5.5861" charge=+1 molar_mass_g_mol=865.19 e_lumo_ha="-0.078 / -0.206" s_squared=6.025 multiplicity=5 e_above_lowest_ev=1.816
H -4.08703 0.13240 1.96544 -0.2 0.1 -0.1
H -0.34353 -3.54450 -3.10966 0.2 -0.1 0.0
H 0.70277 4.24320 1.86784 0.0 0.0 0.0
Si -1.78073 -3.27920 -1.07686 0.1 0.1 0.2
C -0.34033 -4.12600 -0.13966 -0.6 0.2 -0.5
H -3.54943 -0.43320 3.52934 -0.1 -0.1 0.3
C 3.85697 1.18090 -1.81506 0.0 -0.2 0.0
C -3.30543 -4.42410 -1.18576 0.6 0.4 0.2
H 5.13687 2.83750 0.50384 0.2 0.0 -0.1
H 3.63397 1.00800 -2.86986 0.0 -0.1 0.0
C -3.50943 -3.25430 2.22914 0.5 0.6 -0.2
H 1.80387 1.11400 2.26794 0.0 -0.1 0.1
Ir -0.43363 -0.30590 -0.04476 -0.5 -0.5 -1.5
S 1.07257 -1.01440 -1.91956 -0.6 0.2 0.8
C 4.59687 -2.83540 -1.26526 0.1 -0.1 -0.2
C -5.37443 -1.26100 -0.39136 0.7 0.2 -0.2
C 4.71807 2.56420 1.46584 0.1 0.0 -0.1
H -1.02783 -2.07310 3.83534 -0.2 0.0 0.2
H -3.77143 -4.62320 -0.22856 -0.1 0.0 0.2
H -3.74213 -3.22160 3.28894 0.0 0.1 0.2
C -2.72713 3.51270 0.68954 0.0 -0.1 -0.1
Si -2.39603 -1.76610 1.77254 -0.5 -0.1 0.3
H -5.52813 -1.06010 0.66294 0.0 0.0 0.2
O 1.25017 1.51180 -0.06256 -0.7 -0.5 0.2
H -6.16403 -0.75350 -0.93696 -0.1 0.2 -0.2
C -3.67003 -0.65360 -2.89636 0.2 -0.2 0.7
N 1.97537 4.07730 0.15404 0.3 -1.3 0.0
H -2.73133 -0.29390 -3.30306 0.2 0.1 0.0
N 3.40057 1.99380 1.27824 -0.8 0.2 -0.5
C 2.41127 -1.76120 -1.12026 0.2 -0.3 0.1
H 5.13747 3.44900 -1.76836 0.0 0.0 0.0
H 2.45347 4.29000 2.16954 0.0 0.0 0.1
H -4.06203 -3.99790 -1.83726 -0.1 0.1 -0.2
H -2.45683 4.45910 1.12754 0.1 0.1 0.1
H 1.65097 5.67360 1.42814 0.0 0.0 0.1
H 3.76007 4.49740 -1.37836 0.1 0.0 -0.1
H 0.04687 4.28380 -0.72866 0.0 0.0 0.0
C -4.32263 1.99940 -0.21986 0.2 0.2 0.0
H 0.38277 -3.39900 0.21704 0.1 0.2 0.1
H 1.42357 4.20770 -1.84646 -0.1 0.1 -0.1
H 0.17807 -4.81250 -0.80206 0.1 -0.2 -0.1
H -0.16633 -2.78100 2.49734 0.1 -0.2 -0.1
H 2.79557 2.16960 3.29594 0.0 0.0 0.0
H 3.39877 0.39980 -1.21916 0.1 -0.1 -0.1
F 5.87787 -3.18930 0.69324 -0.5 0.1 -0.2
C 4.06037 3.59030 -1.89426 0.0 0.3 -0.2
H 5.36447 1.82060 1.93704 0.0 0.0 -0.1
H 3.40557 0.57500 2.81484 0.0 0.0 0.0
N -2.05503 1.36050 -0.06446 0.7 -0.1 0.0
H -3.01963 -4.20090 2.03224 0.1 -0.2 -0.1
H -4.45203 0.01940 -3.23676 -0.2 0.1 0.1
H -2.01583 -3.34090 -3.57836 -0.2 -0.1 -0.1
H 4.94267 1.13200 -1.67216 0.0 0.0 0.0
F 1.62947 -1.19830 1.04244 0.5 -0.3 0.0
H -1.05763 -1.95110 -3.11716 0.0 0.2 -0.1
C -3.22253 -0.20510 2.52114 0.4 -0.6 -0.4
H -3.87183 -1.62590 -3.33016 0.0 -0.3 -0.1
C 3.74217 -2.20350 0.88754 -0.2 0.1 0.2
C -1.76973 2.53780 0.48274 0.1 0.4 0.2
C 3.44367 -2.35670 -1.86646 -0.1 0.1 0.0
P 2.40827 2.44430 0.01144 1.1 1.2 -0.2
H 4.70647 3.45320 2.10264 0.0 0.0 0.0
H 1.14377 5.66790 -0.87956 0.0 0.0 -0.1
F 5.55997 -3.35670 -2.01906 -0.1 0.1 0.2
H -0.68943 -4.69480 0.71424 -0.1 -0.1 0.2
H 3.86367 3.69500 -2.96476 0.0 0.1 0.0
H -2.52663 0.62400 2.59274 0.2 0.2 0.0
N 3.32827 2.45380 -1.38066 -0.4 0.0 0.9
Si -3.64333 -0.73100 -0.99366 0.1 0.2 0.3
C -4.03033 3.24620 0.30084 0.0 -0.1 0.0
H -4.80503 3.98480 0.42144 -0.1 0.1 0.1
C 2.81997 1.43650 2.48404 -0.2 -0.1 0.1
H -5.52593 -2.32400 -0.54086 0.0 -0.3 -0.1
H -4.44843 -3.23790 1.68754 -0.2 0.0 -0.2
C -1.25203 -2.99260 -2.89166 -0.1 0.0 0.6
H -5.32983 1.73840 -0.49616 -0.2 0.0 0.0
C 2.59757 -1.73830 0.26564 -0.1 0.1 0.0
C -0.77833 -1.93500 2.78664 -0.5 0.0 -0.4
C -2.18383 -1.63110 -0.16006 0.5 0.1 0.1
H -3.02043 -5.38100 -1.61256 0.1 -0.2 -0.1
H -0.73873 2.69030 0.76604 0.1 0.0 0.0
F 3.33357 -2.42940 -3.19116 0.1 0.0 0.3
C 1.67027 4.58480 1.47604 0.1 0.1 0.2
F 3.86237 -2.10660 2.21314 0.0 -0.1 -0.3
C -3.31283 1.06270 -0.38806 -0.7 -0.6 -0.4
C 4.76147 -2.75500 0.11834 0.1 0.0 -0.1
H -0.15913 -1.04200 2.72584 0.0 0.1 0.0
C 1.08967 4.57890 -0.88046 0.0 0.1 -0.2

> Which of these has the highest charge?

C26H46F5IrN4OPSSi3

> The lowest charge belongs to which entry?

C26H46F2N3O17P5

> Which of these has the highest charge?

C26H46F5IrN4OPSSi3